(1)
ORCA calculation (ωB97M-V/def2-TZVPD) on a 3-piece molecular cluster, C3H14N2O2S overall in a non-equilibrium geometry.

The geometry in ORCA input format:
```
! RIJCOSX wB97M-V def2-TZVPD def2/J DEFGRID3
* xyz 0 1
N 2.231 0.972 0.150
C 1.104 0.134 0.587
C 0.562 0.745 1.885
S 0.095 2.540 1.688
C 1.335 -1.403 0.597
N 0.377 -2.069 -0.254
H 2.564 0.418 -0.688
H 2.835 0.986 0.849
H 0.277 0.383 -0.145
H 1.371 0.743 2.659
H -0.116 0.083 2.490
H 1.217 2.989 1.084
H 2.411 -1.706 0.177
H 1.194 -1.642 1.636
H 0.358 -1.682 -1.187
H -0.580 -2.129 0.171
H -2.366 0.951 -3.817
H -2.510 1.925 -2.515
O -1.991 1.150 -2.931
H -3.543 -0.792 -0.122
H -3.077 -1.657 -1.304
O -3.748 -0.937 -1.009
*
```

Properties
SMILES = NC[C@H](N)CS.O.O
Relative energy (zero: lowest compared OMol25 entry of this formula, charge and spin) = 1.604 eV
HOMO-LUMO gap = 9.403 eV
E = -780.80455 a.u.

Here is what Löwdin gives for the atomic charges, in e: number 1, N, carries 0.02; number 2, C, carries -0.49; number 3, C, carries -0.53; number 4, S, carries 0.66; number 5, C, carries -0.26; number 6, N, carries -0.03; number 7, H, carries 0.11; number 8, H, carries 0.00; number 9, H, carries 0.13; number 10, H, carries 0.07; number 11, H, carries 0.09; number 12, H, carries -0.15; number 13, H, carries 0.15; number 14, H, carries 0.09; number 15, H, carries 0.06; number 16, H, carries 0.09; number 17, H, carries 0.04; number 18, H, carries 0.08; number 19, O, carries -0.12; number 20, H, carries -0.02; number 21, H, carries 0.09; number 22, O, carries -0.07


(2)
ORCA calculation (ωB97M-V/def2-TZVPD) on a 2-piece molecular cluster, C4H6BrO5 overall in a non-equilibrium geometry.

The geometry in ORCA input format:
```
! RIJCOSX wB97M-V def2-TZVPD def2/J DEFGRID3
* xyz -1 1
C 0.868 -0.202 -1.295
C -1.635 0.187 0.868
C -0.915 -1.087 1.373
C 1.554 0.588 -0.404
O -0.130 0.147 -1.991
O 1.324 -1.565 -1.379
O -1.046 1.371 1.246
O -1.142 -2.201 0.989
O 1.120 1.969 -0.622
Br 3.264 0.057 0.403
H -1.724 0.044 -0.181
H -2.651 0.270 1.228
H -0.123 -0.917 2.158
H -0.162 1.527 0.780
H 0.560 -1.999 -1.654
H 0.839 1.809 -1.521
*
```

Properties
Relative energy (zero: lowest compared OMol25 entry of this formula, charge and spin) = 1.903 eV
HOMO-LUMO gap = 6.684 eV
E = -3106.23833 a.u.

Here is what Löwdin gives for the atomic charges, in e: number 1, C, carries -0.63; number 2, C, carries -0.27; number 3, C, carries -0.24; number 4, C, carries -0.69; number 5, O, carries -0.06; number 6, O, carries -0.02; number 7, O, carries -0.08; number 8, O, carries 0.03; number 9, O, carries -0.12; number 10, Br, carries 0.58; number 11, H, carries 0.09; number 12, H, carries 0.12; number 13, H, carries 0.13; number 14, H, carries 0.08; number 15, H, carries 0.04; number 16, H, carries 0.05


(3)
ORCA calculation (ωB97M-V/def2-TZVPD) on C21H16BBrCaN4O9S as an isolated structure.

The geometry in ORCA input format:
```
! RIJCOSX wB97M-V def2-TZVPD def2/J DEFGRID3
* xyz -2 1
Ca 1.062 -0.206 -0.614
O -3.303 -4.893 -0.863
C -2.252 -4.006 -0.647
C -1.979 -3.512 0.570
C -0.867 -2.534 0.700
N -0.120 -2.187 -0.468
C -0.479 -2.760 -1.630
C -1.501 -3.658 -1.806
C 0.327 -2.291 -2.864
O 0.133 -2.823 -3.950
O 1.140 -1.310 -2.648
C -0.715 -2.058 1.932
O -0.898 -1.928 3.099
O 0.947 -0.587 1.608
H -3.786 -4.948 -0.031
H -2.561 -3.773 1.446
H -1.727 -4.056 -2.782
O 2.527 1.091 2.409
B 1.679 -0.080 2.544
O 1.840 -0.555 3.894
C 2.721 0.272 4.495
C 3.200 0.226 5.785
C 4.123 1.209 6.169
C 4.535 2.189 5.281
C 4.043 2.231 3.970
C 3.138 1.264 3.600
H 2.874 -0.543 6.472
H 4.519 1.199 7.177
H 5.250 2.937 5.602
H 4.359 2.988 3.263
C 0.876 4.117 -2.975
N 1.941 3.426 -2.279
C 2.211 2.111 -2.372
N 1.513 1.396 -3.249
S 3.406 1.449 -1.337
H 1.001 5.185 -2.803
H -0.110 3.797 -2.637
H 0.938 3.927 -4.048
H 2.387 3.873 -1.497
H 0.561 1.706 -3.482
H 1.647 0.380 -3.287
Br -4.886 -1.585 0.974
C -4.332 -0.752 -0.639
C -5.226 -0.687 -1.695
N -4.949 -0.066 -2.839
C -3.756 0.516 -2.943
C -2.802 0.501 -1.934
C -3.083 -0.173 -0.749
C -1.483 1.249 -2.120
O -1.299 1.799 -3.224
O -0.710 1.277 -1.123
H -6.205 -1.146 -1.619
H -3.529 1.026 -3.870
H -2.342 -0.224 0.039
*
```

Properties
Relative energy (zero: lowest compared OMol25 entry of this formula, charge and spin) = 0.402 eV
HOMO-LUMO gap = 3.847 eV
E = -5381.11687 a.u.

Here is what Löwdin gives for the atomic charges, in e: number 1, Ca, carries 1.34; number 2, O, carries 0.00; number 3, C, carries -0.37; number 4, C, carries -0.06; number 5, C, carries -0.28; number 6, N, carries -0.06; number 7, C, carries -0.26; number 8, C, carries -0.02; number 9, C, carries -0.61; number 10, O, carries 0.00; number 11, O, carries -0.24; number 12, C, carries -0.23; number 13, O, carries 0.06; number 14, O, carries -0.07; number 15, H, carries 0.08; number 16, H, carries 0.09; number 17, H, carries 0.09; number 18, O, carries 0.16; number 19, B, carries -0.79; number 20, O, carries 0.19; number 21, C, carries -0.22; number 22, C, carries -0.01; number 23, C, carries -0.13; number 24, C, carries -0.13; number 25, C, carries -0.01; number 26, C, carries -0.22; number 27, H, carries 0.11; number 28, H, carries 0.08; number 29, H, carries 0.08; number 30, H, carries 0.11; number 31, C, carries -0.08; number 32, N, carries -0.06; number 33, C, carries -0.93; number 34, N, carries 0.13; number 35, S, carries 0.53; number 36, H, carries 0.08; number 37, H, carries 0.07; number 38, H, carries 0.09; number 39, H, carries 0.10; number 40, H, carries 0.07; number 41, H, carries 0.06; number 42, Br, carries 0.73; number 43, C, carries -0.64; number 44, C, carries -0.21; number 45, N, carries 0.06; number 46, C, carries -0.09; number 47, C, carries -0.09; number 48, C, carries -0.03; number 49, C, carries -0.61; number 50, O, carries -0.04; number 51, O, carries -0.14; number 52, H, carries 0.09; number 53, H, carries 0.11; number 54, H, carries 0.11


(4)
ORCA calculation (ωB97M-V/def2-TZVPD) on C5H7N3 as an isolated structure in a non-equilibrium geometry.

The geometry in ORCA input format:
```
! RIJCOSX wB97M-V def2-TZVPD def2/J DEFGRID3
* xyz 0 1
C -0.513 1.879 1.203
C -0.527 0.591 0.432
C -1.169 -0.874 -1.059
C 0.515 -0.354 0.228
C 2.001 -0.430 0.278
H -1.313 2.695 0.858
H -0.575 1.385 2.321
H 0.772 2.367 1.332
H -1.827 -2.252 -2.278
H 0.738 -1.989 -1.247
H 2.884 -0.964 -0.303
H 2.521 0.236 1.075
N -1.488 0.303 -0.303
N -2.011 -1.195 -1.956
N -0.007 -1.399 -0.580
*
```

Properties
Relative energy (zero: lowest compared OMol25 entry of this formula, charge and spin) = 5.154 eV
HOMO-LUMO gap = 7.938 eV
E = -358.82896 a.u.

Here is what Löwdin gives for the atomic charges, in e: number 1, C, carries -0.05; number 2, C, carries -0.42; number 3, C, carries -0.54; number 4, C, carries -0.26; number 5, C, carries 0.05; number 6, H, carries 0.11; number 7, H, carries 0.12; number 8, H, carries 0.17; number 9, H, carries 0.10; number 10, H, carries 0.23; number 11, H, carries 0.08; number 12, H, carries 0.05; number 13, N, carries 0.18; number 14, N, carries 0.12; number 15, N, carries 0.07